No. 1
Molecular formula: CH9NO5
Method: DFT, ωB97M-V/def2-TZVPD

CARTESIAN COORDINATES (ANGSTROEM)
N  0.64  0.77  -0.08
C  1.89  0.74  -0.57
O  2.88  1.10  0.30
O  2.25  0.15  -1.59
H  0.47  1.00  0.90
H  0.01  0.05  -0.41
H  3.68  0.80  -0.15
H  -2.68  -0.89  0.58
H  -2.61  0.51  -0.04
O  -2.05  -0.26  0.16
H  -1.04  -2.08  -2.36
H  -0.12  -3.17  -2.60
O  -1.00  -2.88  -2.89
H  -0.12  1.73  3.27
H  -1.54  1.07  2.90
O  -0.67  1.37  2.57

Values from the calculation:
E_HOMO (alpha / beta)   0.52 / -7.04 eV
Multiplicity   2
E   -474.4616 Eh
Gap between HOMO and LUMO (alpha / beta)   2.78 / 10.21 eV
Net charge   -1
F_max   3.1 eV/A

natural (NBO) atomic charge list, values in e, 4 entries: number 1, N, carries -0.86; number 2, C, carries 0.84; number 3, O, carries -0.72; number 4, O, carries -0.71

---

No. 2
Molecular formula: CH9NO5
Method: DFT, ωB97M-V/def2-TZVPD

CARTESIAN COORDINATES (ANGSTROEM)
N  0.55  0.93  -0.65
C  1.77  0.28  -0.67
O  2.01  -0.84  -1.01
O  2.73  1.18  -0.68
H  0.49  1.94  -0.61
H  -0.25  0.33  -0.30
H  3.53  1.04  -1.08
O  -2.45  -1.41  0.66
H  -1.96  -1.73  -0.12
H  -3.13  -2.22  0.76
O  0.35  -3.95  2.28
H  0.29  -4.60  1.62
H  -0.24  -3.30  2.22
O  -0.88  4.18  -0.60
H  -1.12  4.30  -1.52
H  -1.68  3.85  -0.29

Values from the calculation:
E_HOMO   -10.22 eV
Multiplicity   1
E   -474.4388 Eh
Gap between HOMO and LUMO   10.52 eV
Energy relative to the best compared isomer or geometry (same formula, charge and spin)   41.6 kcal per mole
F_max   5.8 eV/A

natural (NBO) atomic charge list, values in e, 4 entries: number 1, N, carries -0.86; number 2, C, carries 0.88; number 3, O, carries -0.63; number 4, O, carries -0.71

---

No. 3
Molecular formula: CH9NSi2
Method: DFT, ωB97M-V/def2-TZVPD

CARTESIAN COORDINATES (ANGSTROEM)
C  -1.77  -0.54  -0.89
N  3.13  -0.17  0.33
Si  -1.21  0.86  0.35
Si  1.63  0.42  -0.31
H  -1.02  -1.23  -0.98
H  -2.75  -0.99  -0.54
H  -1.89  -0.08  -1.93
H  2.99  -0.96  1.04
H  4.07  -0.04  0.17
H  -2.59  1.36  0.74
H  -0.82  2.26  -0.55
H  -0.63  0.36  1.68
H  2.22  1.28  -1.26

Values from the calculation:
E_HOMO   -8.47 eV
Multiplicity   1
E   -677.1322 Eh
Gap between HOMO and LUMO   8.33 eV
Energy relative to the best compared isomer or geometry (same formula, charge and spin)   41.8 kcal per mole
F_max   5.0 eV/A

natural (NBO) atomic charge list, values in e, 4 entries: number 1, C, carries -1.05; number 2, N, carries -1.27; number 3, Si, carries 0.68; number 4, Si, carries 0.93

---

No. 4
Molecular formula: CH9O4
Method: DFT, ωB97M-V/def2-TZVPD

CARTESIAN COORDINATES (ANGSTROEM)
C  -2.29  -0.82  0.08
O  -1.92  -1.16  1.40
H  -1.48  -0.32  -0.47
H  -3.08  -0.05  0.13
H  -2.64  -1.71  -0.45
H  3.24  2.21  -1.39
H  2.29  1.23  -2.10
O  3.16  1.62  -2.15
H  0.78  0.35  0.76
H  0.95  1.72  1.53
O  0.75  1.35  0.68
H  -0.93  -1.26  1.32
H  0.48  -1.79  -0.09
O  0.68  -1.37  0.75

Values from the calculation:
E_HOMO   -4.06 eV
Multiplicity   1
E   -344.4721 Eh
Gap between HOMO and LUMO   8.05 eV
Energy relative to the best compared isomer or geometry (same formula, charge and spin)   14.3 kcal per mole
Net charge   -1
F_max   1.0 eV/A

natural (NBO) atomic charge list, values in e, 4 entries: number 1, C, carries -0.25; number 2, O, carries -0.80; number 3, H, carries 0.18; number 4, H, carries 0.14

---

No. 5
Molecular formula: CHAgLiO
Method: DFT, ωB97M-V/def2-TZVPD

CARTESIAN COORDINATES (ANGSTROEM)
H  -0.27  1.08  2.61
O  -0.04  -0.54  -0.71
C  -0.12  0.66  -0.98
Li  -0.75  -0.36  1.72
Ag  1.18  -0.83  -2.64

Values from the calculation:
E_HOMO (alpha / beta)   -6.91 / -7.57 eV
Multiplicity   2
E   -268.2638 Eh
Gap between HOMO and LUMO (alpha / beta)   5.92 / 6.33 eV
Energy relative to the best compared isomer or geometry (same formula, charge and spin)   14.2 kcal per mole
F_max   7.6 eV/A

natural (NBO) atomic charge list, values in e, 4 entries: number 1, H, carries -0.76; number 2, O, carries -0.66; number 3, C, carries 0.60; number 4, Li, carries 0.76

---

No. 6
Molecular formula: CHAlO2
Method: DFT, ωB97M-V/def2-TZVPD

CARTESIAN COORDINATES (ANGSTROEM)
O  -1.57  0.04  -0.04
C  -0.57  0.74  -0.15
O  0.45  -0.08  -0.05
Al  2.19  0.29  0.15
H  -0.49  -0.99  0.09

Values from the calculation:
E_HOMO (alpha / beta)   -28.99 / -32.17 eV
Multiplicity   2
E   -429.7911 Eh
Gap between HOMO and LUMO (alpha / beta)   5.69 / 10.03 eV
Energy relative to the best compared isomer or geometry (same formula, charge and spin)   70.3 kcal per mole
Net charge   +3
F_max   7.6 eV/A

natural (NBO) atomic charge list, values in e, 4 entries: number 1, O, carries -0.14; number 2, C, carries 1.11; number 3, O, carries -0.97; number 4, Al, carries 2.29